ORCA calculation (ωB97M-V/def2-TZVPD) on a single C5H8O molecule.

Calculated values
ΔE to the lowest compared entry with this formula, charge and spin (kJ/mol): 524.5
DFT total energy (Eh): -270.358139
Net charge: 0
Orbital gap (alpha / beta) (eV): 8.43 / 8.42
M (g mol⁻¹): 84.12

Each atom is followed by the atoms it is bonded to, with distances in Å.
Positions of all 14 atoms, in Å:
1 C -1.745 0.043 -0.015  C2 1.496, H7 1.084, H8 1.089, H9 1.091
2 C -0.731 -1.012 0.301  C1 1.496, C5 1.465, O6 1.433, H10 1.091
3 C 1.009 1.165 -1.196  C4 1.475, H11 1.107
4 C 1.373 0.601 0.117  C3 1.475, C5 1.528, H12 1.116, H13 1.100
5 C 0.700 -0.733 0.438  C2 1.465, C4 1.528, O6 1.415, H14 1.089
6 O 0.216 -1.454 -0.680  C2 1.433, C5 1.415
7 H -1.289 0.924 -0.452  C1 1.084
8 H -2.500 -0.314 -0.714  C1 1.089
9 H -2.237 0.311 0.921  C1 1.091
10 H -1.145 -1.853 0.860  C2 1.091
11 H 1.891 1.703 -1.591  C3 1.107
12 H 0.943 1.412 0.751  C4 1.116
13 H 2.435 0.555 0.400  C4 1.100
14 H 1.257 -1.343 1.148  C5 1.089